Record 1
C26H32N4O4S | ωB97M-V/def2-TZVPD

Results
SMILES string: CCN(CC)S(=O)(=O)c1ccc(N2CCCCC2)c(NC(=O)/C(C#N)=C/c2ccc(OC)cc2)c1
LUMO level, eV: -0.455
Energy relative to the best compared isomer or geometry (same formula, charge and spin), kcal per mole: 58.4
Total charge: 0
Orbital gap, eV: 7.418

Cartesian coordinates (Å):
S  -0.76218  -4.84059  -1.68349
O  -2.20907  4.81029  5.63744
O  0.09871  -5.68417  -0.90615
O  -2.16854  -5.11584  -1.71954
O  3.40483  -0.25308  2.08146
N  2.07145  -1.21824  0.56535
N  0.22867  0.84888  -0.18223
N  -1.03574  -1.21424  2.39810
N  -0.20488  -4.85416  -3.24536
C  -1.83068  2.87703  4.38596
C  -0.09824  -0.55186  2.33729
C  -1.24233  -0.87675  -1.08016
C  0.36603  2.25070  3.60652
C  0.86886  3.40937  4.21005
C  -1.75523  5.97316  6.29010
C  -0.84532  1.80673  -0.03169
C  -0.52531  -3.15063  -1.14986
C  0.64627  -2.80384  -0.51046
C  0.13025  3.24996  -1.81883
C  0.88565  -1.48892  -0.13947
C  1.18918  -5.11950  -3.48400
C  -1.04710  -3.14728  -4.86618
C  -1.14687  2.58126  -1.31836
C  0.05354  4.28379  4.89728
C  2.28029  -0.43181  1.65847
C  1.28832  1.39395  2.91192
C  1.08777  0.20017  2.30237
C  -1.49030  -2.19673  -1.40080
C  1.22374  2.19841  -1.97962
C  -1.31316  4.02685  4.99485
C  -0.03756  -0.47458  -0.49118
C  1.45131  1.46998  -0.65104
C  -1.11992  -4.57455  -4.31997
C  -1.01185  2.00712  3.70955
C  2.05955  -3.86937  -3.63070
H  -2.42347  -2.49930  -1.84765
H  1.78258  2.19056  0.10661
H  -0.94533  -5.29034  -5.13175
H  -1.52071  1.90259  -2.08701
H  -1.91728  3.32730  -1.11864
H  1.84981  -3.34678  -4.55951
H  -0.13908  -2.99109  -5.44212
H  2.15701  2.66341  -2.30027
H  1.35010  -3.58281  -0.25941
H  -1.43624  1.12886  3.25281
H  0.45499  4.00252  -1.09620
H  -1.30889  6.68099  5.58463
H  1.92661  3.62078  4.14480
H  3.10789  -4.15780  -3.62980
H  -1.73088  1.29099  0.34112
H  2.30754  1.76249  2.85619
H  -2.63949  6.42227  6.73895
H  2.87867  -1.77425  0.30788
H  1.88141  -3.18818  -2.80241
H  1.52828  -5.69777  -2.62222
H  2.22974  0.71905  -0.77697
H  1.28227  -5.74396  -4.37931
H  -1.03196  5.73527  7.07604
H  0.48790  5.15966  5.35298
H  -1.99424  -0.13939  -1.30787
H  -2.11329  -4.75824  -3.90700
H  0.92510  1.47125  -2.73861
H  -0.05344  3.75327  -2.76971
H  -1.89828  -2.96702  -5.51808
H  -1.07168  -2.42907  -4.05049
H  -2.88985  2.69188  4.46736
H  -0.52592  2.52138  0.73805

Cartesian forces, eV/Å:
S 0.137 0.067 -0.426
O -0.057 -0.329 -0.189
O 0.196 0.276 -0.003
O -0.012 0.332 -0.070
O 0.109 0.092 0.040
N 0.331 -0.397 -0.115
N -0.067 0.027 -0.037
N -0.225 -0.053 0.037
N -0.435 -0.317 1.001
C -0.071 0.188 0.125
C -0.678 -0.312 0.289
C 0.122 -0.003 0.014
C -0.266 0.422 0.326
C -0.075 -0.377 -0.192
C 0.104 0.237 0.126
C -0.273 0.042 -0.115
C -0.098 -0.584 -0.033
C -0.005 0.111 0.112
C -0.084 -0.218 -0.221
C -0.378 -0.061 -0.398
C 0.618 0.056 0.194
C 0.024 -0.260 0.013
C 0.135 0.107 0.210
C -0.244 0.314 0.236
C 0.138 0.097 0.046
C 0.149 -0.745 -0.399
C 1.035 0.899 0.530
C -0.097 -0.046 0.063
C 0.043 0.176 0.278
C 0.109 -0.184 -0.146
C 0.057 -0.350 -0.273
C 0.211 -0.022 -0.457
C -0.502 0.316 -0.229
C 0.124 0.080 0.032
C -0.114 -0.224 -0.069
H -0.165 0.046 -0.061
H 0.064 -0.015 0.043
H -0.027 -0.029 0.139
H -0.071 -0.026 -0.031
H -0.079 -0.013 -0.017
H 0.018 0.104 -0.064
H 0.070 0.087 -0.056
H 0.052 -0.031 -0.059
H 0.144 -0.047 0.123
H -0.129 -0.039 0.003
H 0.020 0.091 0.022
H -0.009 -0.042 0.028
H 0.103 0.010 -0.022
H 0.144 0.024 -0.015
H 0.018 0.024 0.068
H 0.036 -0.086 -0.046
H 0.097 -0.002 -0.020
H -0.052 0.198 0.098
H 0.048 0.089 0.031
H 0.158 -0.067 -0.265
H -0.037 0.070 0.098
H -0.089 -0.028 0.107
H -0.022 0.004 -0.043
H 0.005 0.077 0.043
H -0.056 0.103 -0.021
H 0.011 -0.041 -0.311
H 0.044 -0.046 -0.052
H 0.015 0.083 0.037
H -0.075 0.072 -0.100
H -0.002 0.108 0.014
H -0.132 -0.033 0.005
H -0.063 -0.003 0.023

=====

Record 2
C26H32N4O5S | ωB97M-V/def2-TZVPD

Results
SMILES string: CCOc1cccc2cc(-c3csc(NC(=O)CCC(=O)NCCN4CCCC[C@@H]4C)n3)c(=O)oc12
LUMO level, eV: 0.005
Energy relative to the best compared isomer or geometry (same formula, charge and spin), kcal per mole: 0.7
Total charge: 0
Orbital gap, eV: 7.908

Cartesian coordinates (Å):
S  -2.87203  4.87584  -0.24798
O  -5.00128  -0.80023  -0.17176
O  1.34205  -0.34205  0.39473
O  -5.77682  -3.31708  -0.12107
O  -5.66150  1.29024  -0.34426
O  2.02931  4.59809  0.31429
N  6.05639  -1.15225  0.10996
N  -1.63811  2.63530  0.00994
N  -0.19172  4.49252  0.07436
N  3.54588  -0.28619  0.86892
C  -1.41284  3.89335  -0.03128
C  6.96159  -1.76339  1.06820
C  2.36267  0.29093  0.58496
C  -3.47208  -4.07043  0.14061
C  3.78697  -1.70670  0.80035
C  -1.72447  -2.41488  0.23000
C  -4.44854  -3.09682  -0.00272
C  8.68813  -2.17297  -0.69316
C  -3.32346  0.92407  -0.09132
C  -2.68920  -1.40697  0.08601
C  7.44986  0.73089  -0.61719
C  -3.78160  3.41394  -0.27298
C  7.90014  -2.80544  0.44976
C  6.75296  -0.56777  -1.03038
C  4.90724  -1.98069  -0.21422
C  1.03952  2.40091  0.35276
C  -6.25961  -4.64593  -0.10321
C  2.42920  1.81268  0.55500
C  -2.35720  -0.02288  0.05090
C  -2.96406  2.32959  -0.12351
C  1.04687  3.89713  0.25232
C  -4.04154  -1.74534  -0.02999
C  -2.12490  -3.72671  0.25529
C  -7.77160  -4.58265  -0.24922
C  -4.72991  0.53079  -0.21239
C  7.72236  -1.55623  -1.70178
H  5.13456  -3.05524  -0.21885
H  0.59140  1.98919  -0.55370
H  -8.18763  -5.58607  -0.24260
H  -1.31894  0.26060  0.13927
H  6.74645  1.37998  -0.10149
H  8.29325  0.54815  0.04064
H  -0.17392  5.50382  0.01257
H  4.38948  0.26728  0.91791
H  3.08791  2.12486  -0.25837
H  6.36364  -2.21932  1.86000
H  5.98355  -0.29391  -1.76314
H  -3.74680  -5.11278  0.16503
H  -5.98788  -5.13341  0.84368
H  -4.84426  3.42532  -0.39321
H  7.81287  1.24751  -1.50194
H  -8.19777  -4.01125  0.57037
H  7.55828  -0.96742  1.52170
H  8.57556  -3.18781  1.21664
H  9.30748  -2.92506  -1.18701
H  4.54161  -1.71056  -1.20737
H  -1.39646  -4.51564  0.36531
H  -0.68825  -2.12796  0.31690
H  2.85805  -2.19232  0.49680
H  -8.03201  -4.09150  -1.18240
H  7.13817  -2.35542  -2.16602
H  2.86311  2.17675  1.48775
H  8.27441  -1.04332  -2.49085
H  9.35524  -1.40552  -0.29644
H  4.07328  -2.07437  1.79145
H  7.31758  -3.64686  0.06693
H  0.38438  2.10612  1.17452
H  -5.81981  -5.21800  -0.93233

Cartesian forces, eV/Å:
S 0.586 -0.476 0.094
O -0.208 -0.275 -0.006
O -0.539 -0.215 -0.156
O 0.020 0.286 -0.012
O 0.310 -0.307 0.046
O 0.244 0.072 0.021
N -0.114 0.079 -0.073
N 0.451 -0.176 0.055
N 0.246 0.743 -0.014
N 0.294 -0.147 0.033
C -1.278 0.306 -0.163
C 0.130 -0.228 0.101
C 0.416 0.475 0.219
C -0.271 0.050 -0.029
C 0.039 -0.173 -0.178
C -0.148 0.029 -0.013
C 0.107 0.245 -0.002
C -0.153 -0.168 -0.081
C 0.394 -0.694 0.073
C -0.584 -0.460 -0.036
C -0.156 -0.241 -0.152
C 0.220 -0.250 0.038
C 0.011 0.255 0.041
C 0.136 0.230 -0.283
C -0.261 -0.014 0.276
C 0.637 -0.281 0.075
C -0.213 -0.364 -0.004
C -0.419 0.156 -0.114
C -0.549 0.550 -0.083
C -0.695 0.943 -0.125
C -0.098 -0.196 0.010
C 0.611 -0.391 0.079
C 0.116 0.038 0.007
C 0.439 0.112 0.037
C -0.224 0.559 -0.051
C -0.033 0.134 0.117
H -0.006 0.009 -0.065
H -0.063 0.006 0.168
H -0.057 -0.096 -0.001
H 0.120 0.082 0.008
H -0.051 0.082 0.050
H 0.137 0.039 0.094
H 0.163 -0.209 0.030
H -0.104 0.086 -0.039
H 0.087 -0.001 0.070
H 0.037 0.076 0.064
H 0.062 -0.049 0.111
H -0.087 -0.074 -0.005
H 0.042 0.055 -0.126
H -0.200 -0.037 -0.020
H 0.103 0.083 -0.066
H -0.081 0.025 0.077
H 0.016 -0.067 0.113
H -0.026 -0.075 0.032
H 0.063 0.070 0.024
H 0.031 -0.027 0.013
H 0.072 -0.056 0.010
H 0.162 0.025 0.015
H 0.091 -0.010 0.093
H -0.064 0.016 -0.094
H -0.003 -0.027 -0.073
H 0.103 -0.013 -0.049
H -0.031 -0.018 -0.098
H 0.094 0.007 0.017
H -0.058 -0.078 -0.078
H 0.000 -0.075 0.018
H -0.035 -0.023 -0.164
H 0.019 0.066 0.126

=====

Record 3
C26H33ClN2O2TbTe | ωB97M-V/def2-TZVPD

Results
<S²>: 12.5885
Spin multiplicity: 7
LUMO level (alpha / beta), eV: 2.677 / 2.602
Total charge: -1
Orbital gap (alpha / beta), eV: 6.195 / 3.334

Cartesian coordinates (Å):
Tb  0.00000  0.00000  0.00000
Te  -0.87337  2.84407  0.94712
Cl  -0.65149  -1.62872  -1.72081
O  -2.29999  -2.58810  2.33348
O  2.86041  0.82970  -2.92594
N  1.16668  0.84878  -1.47258
N  -1.45086  -0.88237  1.17131
C  -1.22972  -1.88097  1.93661
C  -3.47229  -0.30041  -0.25324
C  0.72805  1.77057  -2.58522
C  1.97046  -3.58995  1.50336
C  4.80644  -2.70473  -0.82797
C  -2.94611  -0.68238  1.10988
C  -4.24749  4.66659  -1.25288
C  1.66129  -4.73939  2.41901
C  3.09887  -3.65983  0.70354
C  1.46439  -1.42945  0.51713
C  -4.78952  4.77062  1.10337
C  -5.11473  5.05226  -0.22531
C  1.16953  -2.44163  1.43556
C  3.50720  -2.59573  -0.08305
C  3.26414  -0.22748  -0.80692
C  0.08371  -2.27858  2.46482
C  -3.05267  4.00341  -0.95255
C  1.00029  3.20485  -2.14775
C  -2.72976  3.70764  0.37674
C  -3.40302  -2.07899  1.52829
C  -3.33050  0.34002  2.17332
C  -3.60132  4.10153  1.40352
C  1.71988  1.34834  -3.66839
C  2.36306  0.48129  -1.72794
C  -0.70201  1.57744  -3.03279
C  2.69695  -1.45258  -0.14220
H  -4.29723  -2.07822  2.14252
H  0.86424  0.52430  1.18833
H  -4.41312  0.46512  2.18398
H  3.53638  0.48733  -0.02297
H  -3.52203  -2.74947  0.67769
H  -3.13699  0.69552  -0.52229
H  -3.01489  0.01166  3.16299
H  3.70768  -4.55486  0.73247
H  2.34306  -5.56481  2.23068
H  -1.39018  1.90386  -2.26062
H  1.76715  -4.47074  3.47114
H  5.21530  -3.70706  -0.72861
H  -4.56194  -0.29430  -0.22475
H  0.39236  -1.49428  3.16337
H  1.33747  0.53680  -4.28681
H  2.05359  3.34638  -1.90800
H  -3.13698  -0.99612  -1.01451
H  5.55982  -2.01231  -0.44965
H  -0.04902  -3.18068  3.04779
H  2.06408  2.17057  -4.28667
H  0.73917  3.88758  -2.95622
H  -2.86803  1.29686  1.96282
H  0.64874  -5.11804  2.28144
H  -4.49260  4.90004  -2.28038
H  4.17469  -0.45539  -1.34552
H  4.69003  -2.50678  -1.89335
H  -2.37810  3.75295  -1.75277
H  -5.44999  5.08497  1.90227
H  0.40987  3.45359  -1.27428
H  -6.03070  5.58029  -0.45730
H  -0.88016  2.18194  -3.92223
H  -0.90406  0.53668  -3.26166
H  -3.34340  3.90989  2.43723

Cartesian forces, eV/Å:
Tb -4.341 2.529 -2.447
Te -0.107 0.539 0.459
Cl -0.812 -2.313 -2.348
O -0.349 -0.154 -0.067
O -0.044 0.063 -0.394
N 3.323 3.216 -4.525
N -4.839 -2.188 3.696
C -0.671 0.609 -0.409
C 0.022 -0.060 -0.043
C 0.856 -0.292 -0.041
C -0.193 0.230 0.171
C 0.186 -0.088 -0.069
C 0.300 -0.660 0.532
C 0.112 -0.097 0.588
C 0.026 -0.195 0.099
C 0.040 -0.087 -0.016
C 2.585 -2.336 0.986
C 0.338 -0.167 -0.356
C 0.243 -0.138 -0.037
C 1.011 -0.766 -0.479
C -0.025 0.348 -0.017
C 0.282 0.064 -0.007
C 0.013 -0.116 0.283
C -0.814 0.349 0.397
C 0.046 0.005 -0.292
C 0.409 0.046 0.282
C 0.138 -0.148 0.187
C -0.195 -0.121 -0.034
C -0.515 0.248 -0.582
C 0.258 -0.090 0.063
C -0.750 0.530 -0.281
C 0.008 -0.079 -0.021
C 0.202 -1.297 0.364
H -0.081 -0.033 0.092
H 3.086 2.623 4.647
H -0.142 -0.005 -0.023
H -0.029 0.084 0.044
H 0.015 -0.032 -0.086
H 0.055 0.290 -0.052
H 0.082 -0.049 0.084
H 0.060 -0.102 -0.005
H 0.088 -0.101 -0.031
H -0.136 0.038 0.190
H -0.003 0.046 0.088
H 0.044 -0.127 0.016
H -0.107 0.064 0.023
H -0.012 0.093 0.025
H -0.049 -0.079 -0.028
H 0.123 -0.024 0.035
H 0.070 -0.102 -0.091
H 0.053 0.078 0.035
H -0.066 -0.133 0.062
H 0.077 0.075 -0.067
H -0.025 0.075 -0.154
H 0.077 0.090 0.016
H -0.096 -0.004 -0.020
H -0.022 0.007 -0.077
H 0.107 -0.020 -0.121
H -0.029 0.034 -0.085
H 0.174 -0.108 -0.100
H -0.037 -0.001 0.014
H -0.002 0.042 0.073
H -0.037 0.006 -0.027
H -0.026 0.115 -0.078
H -0.024 -0.156 -0.011
H 0.068 -0.064 -0.029